Density functional theory data (ωB97M-V with the def2-TZVPD basis set) for a cluster of 9 separate species, C52H101FN8O13S2 in total.

Each line ends with the Löwdin charge.
Geometry (Å):
C  -8.563988  2.679758  -9.620375  -0.12
O  -8.358679  2.452651  -8.196025  -0.25
C  -9.582164  1.951319  -7.586198  -0.24
C  -9.173363  1.382375  -6.144125  -0.18
C  -8.474397  -0.081407  -6.200107  -0.20
C  -8.337281  -0.623200  -4.678874  -0.22
C  -6.790664  -0.528363  -4.160111  -0.20
C  -6.645215  -1.627942  -2.993017  -0.22
C  -5.099026  -1.960974  -2.631452  -0.20
C  -4.873765  -2.023300  -1.033387  -0.19
C  -3.857999  -3.262804  -0.732152  -0.20
C  -2.531846  -2.621606  -0.072795  -0.23
C  -1.561476  -3.760206  0.557722  -0.19
C  -0.057614  -3.217794  0.844771  -0.14
C  0.984186  -3.497144  -0.342693  -0.33
O  0.444214  -4.273686  -1.459240  -0.32
S  -0.329315  -3.336042  -2.604060  1.00
O  -1.474660  -4.148093  -3.169879  -0.40
O  0.782633  -3.172302  -3.860073  -0.31
C  1.885703  -2.293787  -3.510208  -0.36
C  2.988943  -2.491642  -4.697063  -0.02
C  2.302196  -2.539951  -6.157963  -0.28
O  2.648684  -3.453432  -6.941681  0.05
F  1.365355  -1.577435  -6.615723  0.04
C  2.650681  -2.660135  -2.145703  -0.12
C  1.884369  -2.226222  -0.788502  -0.66
S  1.003991  -0.602184  -0.864134  0.78
C  3.029484  -2.119104  0.377852  -0.20
C  4.090625  -0.954341  0.156207  -0.21
C  4.769659  -0.616520  1.606146  -0.16
C  3.712024  0.337836  2.380282  -0.17
C  3.653971  1.888501  2.178769  -0.03
C  2.554156  2.695415  2.950191  -0.06
C  1.514357  2.027395  3.911941  -0.06
C  1.598546  0.494055  4.148283  -0.08
C  2.687736  -0.291759  3.381672  -0.05
H  -8.866804  1.686391  -10.105231  0.09
H  -9.362130  3.500909  -9.757604  0.10
H  -7.563226  3.022992  -10.060947  0.10
H  -10.351064  2.794599  -7.437322  0.12
H  -10.087575  1.155023  -8.236448  0.12
H  -8.398011  2.098662  -5.703475  0.12
H  -10.072063  1.338685  -5.418940  0.11
H  -7.447305  -0.045470  -6.707291  0.11
H  -9.124968  -0.799672  -6.824519  0.09
H  -8.757465  -1.685585  -4.582747  0.08
H  -8.972690  0.065154  -4.011277  0.10
H  -6.686191  0.518469  -3.694489  0.11
H  -6.039029  -0.674415  -5.022574  0.11
H  -7.237827  -1.278573  -2.079403  0.11
H  -7.121709  -2.616443  -3.351498  0.11
H  -4.387499  -1.199844  -3.099536  0.11
H  -4.874466  -2.974532  -3.135790  0.11
H  -4.383898  -1.047629  -0.651014  0.11
H  -5.860592  -2.211301  -0.474556  0.10
H  -3.552481  -3.833788  -1.671731  0.08
H  -4.339453  -4.021368  -0.004268  0.12
H  -2.896888  -1.994300  0.823788  0.11
H  -1.962974  -1.908583  -0.759801  0.09
H  -1.593690  -4.752292  -0.003420  0.11
H  -2.002811  -3.978671  1.606917  0.12
H  0.280414  -3.791422  1.793228  0.13
H  -0.168151  -2.131839  1.169843  0.10
H  1.766513  -4.218305  0.121150  0.16
H  1.540433  -1.210142  -3.599767  0.13
H  3.722009  -1.619397  -4.609574  0.14
H  3.526915  -3.503847  -4.552658  0.14
H  2.852334  -3.800685  -2.182762  0.15
H  3.702731  -2.184114  -2.241918  0.13
H  1.613786  0.228871  -1.822933  -0.08
H  3.613454  -3.121529  0.348459  0.14
H  2.469043  -2.100740  1.370855  0.10
H  4.965396  -1.255407  -0.523057  0.11
H  3.678118  0.037873  -0.220763  0.09
H  5.028990  -1.552811  2.203196  0.11
H  5.747439  -0.027293  1.459946  0.11
H  4.382634  2.420593  1.480932  0.09
H  2.487607  3.827168  2.814942  0.07
H  0.700881  2.607318  4.451603  0.06
H  0.888197  -0.091312  4.838117  0.09
H  2.783034  -1.432759  3.524703  0.10
C  -9.102165  -4.156058  -6.807194  -0.32
O  -8.724594  -3.158831  -6.220412  0.00
N  -8.839683  -4.447034  -8.113417  -0.20
C  -9.324768  -5.657517  -8.743726  -0.06
C  -8.050023  -3.515099  -8.895581  -0.04
H  -9.708032  -4.927880  -6.305588  0.13
H  -8.471132  -6.239810  -9.100247  0.09
H  -9.962127  -5.387411  -9.589803  0.09
H  -9.900609  -6.260784  -8.040249  0.08
H  -7.070994  -3.392868  -8.425633  0.10
H  -8.553469  -2.545170  -8.912425  0.09
H  -7.924646  -3.881301  -9.915269  0.09
C  6.794594  -4.812849  -3.662359  -0.35
O  7.172509  -3.811526  -3.082038  0.00
N  7.052863  -5.114024  -4.967104  -0.21
C  6.565252  -6.329778  -5.586541  -0.06
C  7.839976  -4.188799  -5.759348  -0.05
H  6.189946  -5.581098  -3.153341  0.13
H  7.417576  -6.915000  -5.941227  0.09
H  5.925216  -6.066127  -6.432536  0.09
H  5.991551  -6.927404  -4.876495  0.08
H  8.820579  -4.063064  -5.293770  0.09
H  7.336691  -3.218944  -5.782336  0.09
H  7.961739  -4.563215  -6.776391  0.09
C  0.227164  5.208056  4.888350  -0.34
O  0.488521  4.760290  3.785390  -0.01
N  -0.843897  5.995932  5.188075  -0.19
C  -1.077795  6.484767  6.530202  -0.08
C  -1.774179  6.353709  4.134385  -0.04
H  0.865688  4.998514  5.760882  0.13
H  -2.049376  6.120479  6.874720  0.08
H  -1.080643  7.577759  6.514843  0.09
H  -0.301212  6.138101  7.213603  0.08
H  -2.200035  5.442144  3.707766  0.09
H  -1.236231  6.889532  3.348332  0.09
H  -2.573491  6.983533  4.526911  0.09
C  2.978263  7.178785  5.470001  -0.34
O  2.524766  6.740423  6.513948  -0.01
N  4.172264  6.824505  4.918913  -0.20
C  4.641548  7.392388  3.671806  -0.06
C  4.999611  5.847805  5.602001  -0.04
H  2.430831  7.924918  4.871698  0.13
H  4.786426  6.587430  2.946762  0.09
H  5.592739  7.901330  3.848277  0.09
H  3.921319  8.108203  3.272616  0.08
H  4.441410  4.913670  5.703453  0.09
H  5.242963  6.220432  6.600339  0.09
H  5.918716  5.667161  5.043516  0.09
C  1.915746  -2.046650  7.622473  -0.35
O  1.847859  -2.488866  6.488100  -0.01
N  2.761100  -1.060817  8.034367  -0.19
C  2.780957  -0.588259  9.403439  -0.06
C  3.669802  -0.465160  7.072151  -0.04
H  1.270590  -2.427997  8.430924  0.13
H  2.546113  0.478883  9.414747  0.07
H  3.779137  -0.747348  9.820117  0.09
H  2.049382  -1.122283  10.012340  0.08
H  3.088357  -0.025882  6.258502  0.06
H  4.315427  -1.246028  6.660709  0.10
H  4.279876  0.305879  7.545767  0.05
C  -0.701845  1.891187  9.685270  -0.34
O  -0.226283  1.585461  10.763018  0.00
N  -1.173146  3.128409  9.354426  -0.20
C  -1.725521  3.416081  8.046564  -0.05
C  -1.119001  4.188207  10.342517  -0.04
H  -0.789599  1.161564  8.864029  0.13
H  -1.136713  4.209597  7.580968  0.05
H  -2.760645  3.748313  8.164192  0.09
H  -1.703335  2.531253  7.408385  0.09
H  -0.079634  4.346749  10.641136  0.09
H  -1.693698  3.887528  11.222088  0.09
H  -1.528985  5.113187  9.934755  0.09
C  4.580304  -2.573301  -11.612882  -0.35
O  5.255405  -1.960714  -12.419943  0.00
N  4.066645  -2.055697  -10.460707  -0.20
C  3.269287  -2.851290  -9.546648  -0.07
C  4.325488  -0.666393  -10.138960  -0.05
H  4.324475  -3.635049  -11.760763  0.13
H  2.281735  -2.394361  -9.447110  0.09
H  3.761175  -2.872846  -8.575480  0.06
H  3.156059  -3.872647  -9.913637  0.09
H  3.932086  -0.034062  -10.938836  0.09
H  5.405011  -0.510104  -10.068445  0.09
H  3.853060  -0.398273  -9.193003  0.08
C  5.411341  2.629530  9.291704  -0.32
O  4.756791  2.083429  8.421878  0.00
N  4.912214  3.474285  10.237674  -0.20
C  5.756151  4.087050  11.242811  -0.06
C  3.491237  3.769049  10.237959  -0.04
H  6.498587  2.474199  9.380943  0.13
H  5.405025  3.786776  12.233407  0.09
H  5.692552  5.174038  11.146248  0.09
H  6.795423  3.777301  11.122463  0.08
H  2.931993  2.838049  10.360587  0.08
H  3.218437  4.217621  9.279115  0.09
H  3.242932  4.455566  11.048216  0.09

Forces on the atoms, in the same order (eV/Å):
C 0.26 0.10 0.33
O -1.47 -0.39 -1.01
C -0.04 0.05 1.25
C 0.55 -0.49 -0.53
C -0.84 0.19 0.44
C 0.51 0.53 -0.51
C -1.60 -0.49 0.68
C 0.74 0.00 -0.75
C -1.01 0.08 0.24
C 0.69 -1.18 -0.75
C 0.59 0.95 0.66
C -0.28 -1.02 1.00
C -0.33 0.69 0.92
C -1.18 -0.98 0.52
C 1.00 0.45 1.45
O -0.11 0.79 -0.73
S -3.03 -0.87 -0.83
O 3.62 1.55 1.25
O 0.15 -0.54 1.26
C 1.78 0.23 -0.97
C -1.44 0.31 0.27
C 1.69 -3.25 -2.28
O -2.11 3.99 3.51
F 1.97 -1.67 1.53
C 0.01 0.23 -0.89
C 2.43 -1.38 -0.08
S -0.33 0.40 -0.36
C -0.08 -0.68 -1.06
C 1.06 0.01 1.39
C -0.97 1.47 -0.12
C -2.03 1.69 2.16
C -2.81 -2.02 2.57
C 0.09 -2.98 0.39
C 2.74 -2.78 -1.54
C 2.57 1.70 -2.77
C 0.18 2.30 -0.73
H 0.23 1.47 0.44
H 1.11 -1.30 -0.06
H -1.51 -0.46 0.69
H 1.11 -0.94 -0.38
H 0.83 0.87 0.79
H -1.18 -0.78 -0.54
H 1.30 0.09 -1.35
H -1.48 0.12 0.73
H 0.93 1.12 1.03
H 0.87 1.67 -0.21
H 0.91 -1.06 -0.86
H 0.28 -1.50 -0.83
H -1.20 0.12 1.43
H 0.90 -0.42 -1.19
H 0.60 1.61 0.52
H -1.01 -0.92 0.64
H -0.16 1.59 1.01
H -0.98 -1.54 -0.61
H 1.42 0.43 -0.94
H -0.56 0.87 1.20
H 0.86 1.24 -1.02
H 0.68 -0.76 -1.35
H -0.87 -1.05 0.63
H 0.21 1.48 0.51
H 0.69 0.22 -1.70
H -0.22 0.97 -1.66
H 0.43 -1.22 -0.71
H -1.29 1.12 -1.10
H 0.34 -1.45 0.52
H -0.96 -1.23 -0.35
H -0.91 1.75 -0.53
H -0.53 1.79 0.29
H -1.82 -0.47 0.44
H -0.10 -1.43 0.89
H -0.89 1.54 0.09
H 0.93 0.43 -1.22
H -1.49 0.13 0.75
H 0.22 -1.49 0.42
H -0.59 1.22 -0.78
H -1.50 -0.85 0.15
H -1.17 -0.82 1.13
H 0.07 -1.90 0.20
H 1.49 -0.73 -1.07
H 1.27 1.15 -1.19
H -0.29 2.06 -0.03
C 0.13 -0.06 -0.41
O 0.00 -0.42 -0.42
N -0.29 -0.05 0.75
C 0.16 0.23 -0.08
C 0.02 0.18 0.27
H -0.02 -0.07 -0.08
H -0.16 -0.12 -0.06
H -0.01 -0.21 -0.01
H 0.07 0.12 -0.01
H -0.03 0.12 -0.14
H 0.17 0.01 -0.08
H -0.07 -0.04 0.15
C 0.14 -0.03 -0.43
O -0.04 -0.08 -0.28
N -0.29 -0.02 0.79
C 0.14 0.21 -0.11
C 0.02 0.17 0.26
H -0.02 -0.09 -0.08
H -0.16 -0.12 -0.06
H -0.01 -0.21 0.00
H 0.07 0.12 -0.02
H -0.03 0.12 -0.15
H 0.17 0.01 -0.09
H -0.08 -0.04 0.15
C -0.25 0.20 0.25
O -0.38 0.56 0.03
N 0.62 -0.47 0.01
C -0.13 0.14 -0.25
C 0.19 -0.16 -0.18
H -0.08 0.06 0.05
H 0.02 0.17 0.15
H -0.02 -0.04 0.21
H 0.04 0.11 -0.18
H -0.05 0.16 -0.10
H -0.18 -0.04 -0.05
H 0.14 -0.08 0.05
C 0.54 -0.16 -0.26
O 0.18 -0.05 -0.08
N -0.83 0.40 0.23
C 0.09 -0.18 0.15
C -0.25 -0.09 0.23
H 0.06 0.00 -0.08
H 0.05 0.16 -0.10
H -0.02 0.03 -0.20
H 0.02 -0.09 0.10
H 0.18 -0.02 0.07
H 0.06 -0.15 -0.03
H -0.15 0.08 -0.01
C 0.44 0.50 0.17
O 0.07 0.16 0.04
N -0.71 -0.75 -0.07
C 0.07 0.06 -0.21
C 0.05 -0.10 -0.19
H 0.02 0.04 0.08
H 0.06 -0.05 0.20
H -0.07 0.11 0.14
H 0.03 0.02 -0.12
H 0.24 0.00 -0.02
H -0.03 0.09 -0.11
H -0.26 -0.26 -0.08
C -0.12 0.37 -0.05
O -0.06 0.28 -0.13
N 0.21 -0.78 -0.03
C 0.10 0.10 0.24
C 0.13 -0.25 0.17
H -0.04 0.06 -0.08
H -0.18 -0.19 -0.11
H 0.01 0.02 -0.22
H 0.03 0.04 0.13
H -0.11 0.11 0.10
H 0.09 0.17 0.03
H 0.03 -0.15 -0.05
C -0.13 0.35 0.36
O -0.11 0.04 0.24
N 0.20 -0.58 -0.76
C 0.28 0.42 -0.20
C 0.16 -0.05 -0.29
H -0.07 -0.03 0.09
H 0.00 -0.18 0.18
H -0.13 -0.08 -0.23
H 0.05 0.11 -0.01
H 0.10 0.11 0.13
H -0.09 0.17 0.01
H 0.00 -0.14 -0.10
C -0.21 0.38 0.41
O 0.00 0.38 0.31
N 0.54 -0.50 -0.51
C -0.27 0.01 -0.06
C -0.07 -0.21 -0.29
H 0.02 0.05 0.07
H 0.16 0.13 0.05
H 0.13 -0.02 0.16
H -0.13 -0.02 -0.05
H -0.13 0.15 0.01
H -0.13 -0.01 0.10
H 0.13 -0.09 -0.06

Properties
relative energy (zero: lowest compared OMol25 entry of this formula, charge and spin)	225.0	kcal per mole
net charge	0
E_LUMO	0.33	eV
HOMO level	-8.07	eV